#1
The molecule C5H12N2, computed with ωB97M-V/def2-TZVPD.

* HOMO: -7.572 eV
* Kohn-Sham gap: 0.3119 Ha
* LUMO energy: 0.914 eV
* SMILES string: C=C(CCN)NC
* total charge: 0

Structure (XYZ):
```
19
C5H12N2 (ωB97M-V/def2-TZVPD)
C 0.51144 0.46481 -0.81999
H 2.44311 0.80665 -0.36079
N -2.45739 0.12282 0.61482
H 1.14120 2.30353 -1.86724
H -1.35685 -0.28660 -1.68124
C 1.82416 -0.34064 1.24689
C -0.68046 -0.57169 -0.87931
H 1.44757 0.33109 2.01183
H -2.28211 0.89109 1.25190
H 1.52213 -1.37056 1.51676
H 2.88643 -0.25333 1.51809
N 1.65757 0.26020 -0.06232
H -3.23895 -0.34764 1.05492
H -0.08792 1.32482 -2.67679
H -0.10696 -1.44148 -1.27163
H -1.84250 -1.78657 0.46987
C 0.52478 1.40597 -1.78233
C -1.32176 -0.82385 0.45624
H -0.58349 -0.68861 1.26032
```

Atom charges from the Löwdin analysis, given in e for atoms 1 to 6: atom 1 (C): -0.36, atom 2 (H): 0.12, atom 3 (N): -0.01, atom 4 (H): 0.04, atom 5 (H): 0.10, atom 6 (C): -0.13



#2
The molecule C5H12N2, computed with ωB97M-V/def2-TZVPD.

* HOMO (spin up / spin down): -7.496 / -7.135 eV
* Kohn-Sham gap (spin up / spin down): 0.2844 / 0.2626 Ha
* LUMO energy (spin up / spin down): 0.244 / 0.010 eV
* total charge: 0

Structure (XYZ):
```
19
C5H12N2 (ωB97M-V/def2-TZVPD)
H 2.70964 1.25953 -0.87017
N -1.50858 -0.78651 -1.03579
H -0.40942 -2.30819 0.79668
N 0.10280 -0.30164 0.66724
C 2.18911 0.35032 -0.57385
H -0.38973 1.02353 -0.83518
C 0.95823 0.65777 0.20109
C 0.46924 -1.71352 0.56543
H 1.93901 -0.23182 -1.46721
H -1.47477 1.83855 1.13967
H 0.85563 1.64525 0.64101
H -1.98748 -0.38023 -1.83684
H -2.50819 0.40697 1.34167
H -2.77637 1.51043 -0.02695
H 2.87373 -0.26889 0.01793
C -2.01857 1.05284 0.61128
H 0.82515 -2.02125 -0.42006
H 1.23744 -1.91671 1.31452
C -1.08687 0.18358 -0.23047
```

Atom charges from the Löwdin analysis, given in e for atoms 1 to 6: atom 1 (H): 0.08, atom 2 (N): 0.05, atom 3 (H): 0.08, atom 4 (N): -0.14, atom 5 (C): -0.06, atom 6 (H): 0.16



#3
The molecule C5H12N2, computed with ωB97M-V/def2-TZVPD.

* HOMO (spin up / spin down): -6.839 / -6.838 eV
* Kohn-Sham gap (spin up / spin down): 0.2466 / 0.2465 Ha
* LUMO energy (spin up / spin down): -0.130 / -0.129 eV
* total charge: 0

Structure (XYZ):
```
19
C5H12N2 (ωB97M-V/def2-TZVPD)
H -0.07527 3.17272 0.29652
H -1.39366 2.26079 -0.43567
H -2.48088 -0.32856 -1.19304
H 0.52768 -0.69301 1.74513
H 2.31912 -1.77718 0.80010
N 1.34248 -0.10934 -0.12169
H -0.73626 -0.28068 -1.56442
C -0.26355 1.17050 0.99564
H 1.67924 -2.07948 -0.82318
C -0.35871 2.18600 -0.07625
H 0.26756 1.91119 -0.92408
C 2.14054 -1.30559 -0.18456
H -1.70228 -1.14795 1.09288
N -1.14940 -0.61488 0.43112
H -1.52218 -1.82217 -1.26394
H 3.11668 -1.07866 -0.62031
C -1.50514 -0.76809 -0.96305
H -0.54568 1.45183 2.00762
C 0.33970 -0.14746 0.80119
```

Atom charges from the Löwdin analysis, given in e for atoms 1 to 6: atom 1 (H): 0.09, atom 2 (H): 0.09, atom 3 (H): 0.07, atom 4 (H): 0.13, atom 5 (H): 0.06, atom 6 (N): -0.11



Least stable structure among those shown: #3.